Computed, not measured: a 6-piece molecular cluster, C50H96F6N7O10S overall, with ωB97M-V/def2-TZVPD.

Cartesian coordinates (Å):
S (-2.59, 0.25, -1.35)
F (3.92, -0.57, 1.86)
F (1.78, -0.33, 2.08)
F (-5.03, -3.11, -3.53)
F (-5.17, -1.14, -2.70)
F (-5.63, -2.85, -1.48)
F (3.03, 1.40, 1.82)
O (2.73, 0.12, 0.11)
O (1.41, -4.64, 1.20)
O (5.27, -1.30, -2.77)
O (5.40, 0.12, 5.50)
O (-3.52, -2.49, -2.11)
O (-6.14, -0.32, 3.11)
O (3.18, 4.83, -7.51)
O (-2.70, 0.02, 6.61)
O (-7.45, -1.03, -6.79)
O (2.33, -4.08, -0.71)
N (0.46, 5.80, -7.30)
N (5.67, 1.65, 7.93)
N (3.01, -5.35, 4.37)
N (6.70, -0.02, -0.62)
N (-1.35, -0.89, -0.86)
N (-1.19, 1.78, 4.90)
N (-7.40, 0.26, -4.21)
C (-2.17, -0.18, 7.91)
C (-0.05, -0.54, -0.84)
C (0.28, 1.05, -2.81)
C (0.92, -1.49, -0.47)
C (-2.26, -4.74, 1.30)
C (1.50, 6.62, -7.94)
C (-0.67, 4.70, -3.22)
C (2.68, -3.39, 2.89)
C (1.63, 3.13, -3.30)
C (2.91, 6.22, -7.48)
C (-1.75, -4.48, 3.74)
C (0.40, 2.54, -3.07)
C (6.01, -2.08, -1.84)
C (-1.65, -5.43, 2.53)
C (-6.45, -0.09, -6.48)
C (4.32, 0.49, 4.67)
C (-0.86, -3.15, -0.20)
C (1.34, -3.95, 2.47)
C (-0.76, 3.32, -3.03)
C (-3.17, 1.34, 6.35)
C (-4.91, -2.38, 3.67)
C (-7.46, -0.76, 3.43)
C (-3.24, -2.45, -0.70)
C (-1.77, -2.16, -0.56)
C (-8.46, -0.58, -7.67)
C (6.14, 2.19, 6.65)
C (7.14, -1.32, -1.13)
C (-1.35, -4.56, 0.04)
C (3.54, 4.32, -8.78)
C (-7.77, 2.02, -5.85)
C (6.42, 1.09, 5.63)
C (0.57, 5.30, -3.45)
C (-3.22, -4.24, 4.14)
C (-2.07, 2.33, 5.94)
C (1.51, -3.87, 0.12)
C (2.86, 0.14, 1.45)
C (-3.56, -2.76, 4.29)
C (8.38, -1.11, -2.00)
C (1.31, 6.58, -9.45)
C (-5.15, -0.89, 3.93)
C (0.50, -2.78, -0.16)
C (2.40, -1.16, -0.46)
C (-4.83, -2.40, -2.44)
C (5.87, -1.18, -4.05)
C (5.14, 3.24, 6.17)
C (-6.82, 0.92, -5.39)
C (3.66, -4.44, 3.40)
C (1.71, 4.51, -3.49)
C (0.33, 0.85, -1.26)
C (-1.22, 2.83, 7.10)
H (-1.39, -3.51, 3.39)
H (-7.46, 2.42, -6.82)
H (-0.34, 1.58, -0.82)
H (7.09, 2.70, 6.83)
H (6.38, 1.04, 8.32)
H (-1.84, 3.10, 7.96)
H (-0.63, 0.65, -3.25)
H (-5.89, 1.40, -5.08)
H (4.89, 1.04, 7.74)
H (4.12, 2.88, 6.20)
H (-7.80, -1.44, 2.65)
H (-2.30, -1.23, 8.16)
H (-3.09, -5.37, 0.97)
H (-9.28, -0.10, -7.13)
H (-2.27, -6.29, 2.77)
H (5.28, -2.38, -1.08)
H (-2.81, -2.13, 3.81)
H (-4.23, -0.36, 3.71)
H (2.15, 7.04, -9.97)
H (0.52, 5.91, -6.30)
H (2.66, 4.02, -9.36)
H (-8.12, 0.10, 3.51)
H (-2.44, 1.11, -0.33)
H (-7.47, -1.28, 4.39)
H (-3.90, -4.68, 3.41)
H (1.02, -4.67, 3.22)
H (-6.12, 0.42, -7.40)
H (-8.87, -1.46, -8.18)
H (-5.72, -2.97, 4.08)
H (-3.85, 1.23, 5.50)
H (-1.13, -4.79, 4.58)
H (0.59, 6.37, -3.59)
H (6.67, 1.51, 4.64)
H (-8.06, 0.10, -8.42)
H (-3.60, -2.46, 5.33)
H (1.32, 1.13, -0.95)
H (-2.58, 3.20, 5.51)
H (6.55, -0.32, -4.09)
H (-1.96, -4.80, -0.82)
H (-0.86, 0.88, 5.24)
H (-5.37, -0.74, 5.00)
H (3.14, -2.90, 2.03)
H (0.41, 7.13, -9.73)
H (-2.70, 0.42, 8.66)
H (9.23, -0.83, -1.38)
H (1.17, 0.57, -3.20)
H (-0.55, -5.29, 0.05)
H (-5.60, -0.68, -6.13)
H (3.02, 6.51, -6.43)
H (4.13, -4.97, 2.58)
H (0.59, -3.16, 2.46)
H (3.13, -4.93, 5.28)
H (4.46, -3.90, 3.91)
H (6.41, -2.08, -4.34)
H (4.65, 1.11, 3.83)
H (-0.66, 3.72, 6.80)
H (6.38, -3.00, -2.31)
H (5.95, -0.16, 0.05)
H (8.24, -0.32, -2.73)
H (-1.57, 5.29, -3.17)
H (5.19, 4.13, 6.80)
H (-8.79, 1.66, -5.94)
H (3.55, 1.02, 5.24)
H (1.19, 5.56, -9.82)
H (2.51, -2.60, 3.62)
H (2.54, 2.54, -3.31)
H (0.71, 4.83, -7.46)
H (-3.76, 1.72, 7.19)
H (5.36, 3.55, 5.14)
H (-1.71, 2.84, -2.83)
H (3.00, -1.92, 0.02)
H (-8.16, -0.33, -4.53)
H (-2.70, -3.78, 1.55)
H (-4.90, -2.48, 2.58)
H (2.75, -1.13, -1.49)
H (6.27, 0.49, -1.38)
H (4.13, 5.04, -9.36)
H (-1.75, 1.54, 4.09)
H (-6.72, -0.40, -3.83)
H (-7.77, 2.84, -5.13)
H (1.35, 7.66, -7.62)
H (4.15, 3.43, -8.61)
H (8.64, -2.03, -2.54)
H (-1.10, 0.05, 7.94)
H (3.88, -0.42, 4.28)
H (7.44, -1.93, -0.28)
H (2.67, 4.98, -3.65)
H (5.07, -1.01, -4.78)
H (-3.48, -3.42, -0.29)
H (-3.40, -4.77, 5.08)
H (7.31, 0.53, 5.96)
H (3.68, 6.77, -8.04)
H (3.58, -6.19, 4.42)
H (-0.49, 2.09, 7.42)
H (-0.65, -5.81, 2.36)
H (-3.85, -1.73, -0.17)

The total charge is +1. For the HOMO energy, the calculation gives -10.5 eV. The calculation puts the energy at -111443.7905 eV.

These are the Mulliken partial charges, in e, on atoms 1 to 4: -0.12 -0.18 -0.20 -0.27